C9H14N2O as an isolated structure, computed with ωB97M-V/def2-TZVPD.

```
26
Properties=species:S:1:pos:R:3
C 1.8519 -0.4090 2.0396
C 1.0759 -1.7297 1.9205
C 0.0185 -1.9488 0.7345
C -1.1770 0.1171 1.0026
C -0.7550 0.6671 -0.3782
C -1.7526 1.1425 -1.3521
C -1.6744 1.8103 -2.5443
C -0.3328 2.1277 -2.7939
C 0.5504 1.8811 -1.8877
H 2.0478 0.2349 -0.0490
H 2.6908 -0.6380 2.6745
H 1.3347 0.8061 2.3307
H 1.8316 -2.4570 1.6724
H 0.5322 -2.0034 2.8413
H 0.6396 -1.5615 -0.1690
H 0.3523 -3.2280 0.4290
H -2.1315 -1.6897 0.1172
H -2.1876 0.8464 1.2829
H -0.5773 -0.0257 1.8966
H -2.7511 0.5015 -1.4141
H -2.5829 1.9097 -3.0536
H -0.0995 2.4690 -3.8242
H 1.5672 1.9268 -2.0891
N -1.3946 -1.3133 0.8321
N 0.4212 1.0958 -0.7916
O 2.5019 -0.5318 0.5730
```

Results
Electronic energy ... -535.8286 Ha
Frontier orbital gap ... 9.24 eV
E_HOMO ... -8.6 eV
LUMO energy ... 0.66 eV